{
  "formula": "C28H39BrCoIN7O2S2Si2",
  "method": "ωB97M-V/def2-TZVPD",
  "energy_ha": -7254.0064,
  "relative_energy_kcal_mol": 0.00,
  "e_homo_ev": [-6.639, -6.616],
  "multiplicity": 4,
  "charge": 0,
  "gap_ev": [6.8575, 6.7776],
  "elements": ["Co", "N", "C", "N", "C", "C", "S", "C", "C", "S", "C", "N", "N", "H", "H", "H", "H", "H", "H", "C", "Si", "C", "C", "C", "C", "C", "C", "C", "C", "N", "Si", "C", "C", "C", "H", "H", "H", "H", "H", "H", "H", "H", "H", "H", "H", "H", "H", "H", "H", "H", "H", "H", "H", "H", "H", "H", "C", "C", "N", "O", "C", "C", "N", "O", "H", "H", "H", "H", "H", "H", "H", "Br", "C", "C", "C", "C", "C", "C", "I", "H", "H", "H", "H"],
  "coordinates": [[-0.82592, 0.37380, -0.44554], [-3.20311, 3.07430, -1.15482], [-2.81993, 2.90705, 0.11710], [-2.09505, 1.89323, 0.54175], [-1.97572, 1.90537, 1.92608], [-2.53910, 2.94883, 2.55856], [-3.31090, 3.97710, 1.40124], [-1.29229, 0.75077, 2.51774], [-1.28116, 0.34450, 3.80139], [-0.32534, -1.08790, 3.95320], [-0.02051, -1.05355, 2.25439], [-0.60280, -0.07376, 1.63726], [0.77906, -1.92493, 1.58230], [-2.76588, 2.45698, -1.88413], [-3.65621, 3.93020, -1.42077], [-2.53416, 3.17974, 3.61385], [-1.76850, 0.78923, 4.65506], [1.36284, -2.51887, 2.14689], [1.29834, -1.43108, 0.82746], [3.01201, -2.83299, -0.57422], [3.26517, -1.06555, -1.17232], [5.14008, -0.92069, -1.32608], [2.56980, -0.92471, -2.91377], [2.46533, 0.18377, -0.11576], [2.00446, 1.39023, -0.85396], [2.95055, 2.25614, -1.46168], [2.58603, 3.42707, -2.08278], [1.24149, 3.77963, -2.11760], [0.34427, 2.90948, -1.55851], [0.68979, 1.74722, -0.96015], [3.21864, 0.73760, 1.45124], [4.91180, 1.54909, 1.26103], [2.12650, 2.05525, 2.24298], [3.56912, -0.65019, 2.69273], [3.57323, -3.52935, -1.21477], [1.95939, -3.13807, -0.60316], [3.39264, -2.96310, 0.44765], [5.53259, -1.58665, -2.10747], [5.62821, -1.19223, -0.38205], [5.44176, 0.10305, -1.57489], [2.80626, -1.80809, -3.52130], [2.97308, -0.04569, -3.42828], [1.48189, -0.80857, -2.87333], [3.99056, 1.96559, -1.40816], [3.33602, 4.07041, -2.53144], [0.89640, 4.69485, -2.58084], [-0.70990, 3.12885, -1.60586], [4.87706, 2.39789, 0.56879], [5.64173, 0.82766, 0.87606], [5.28246, 1.92310, 2.22602], [2.42514, 3.05507, 1.90588], [2.18792, 2.04157, 3.33894], [1.08182, 1.91296, 1.95450], [3.67885, -1.61960, 2.19297], [2.78795, -0.72968, 3.45820], [4.51228, -0.44494, 3.21368], [-0.88431, -3.03460, -3.22500], [-0.89651, -1.75022, -2.46398], [-0.65425, -1.66693, -1.20881], [-0.53687, -2.90000, -0.60666], [-1.24825, -0.50154, -3.16271], [-1.31484, -0.40510, -4.64743], [-1.60733, 0.47522, -2.38938], [-2.06745, 1.56270, -2.93642], [-1.04985, -3.87889, -2.56649], [0.09238, -3.15579, -3.70281], [-1.64294, -3.02019, -4.00790], [-0.37207, -2.69747, 0.32813], [-0.53918, -1.01431, -5.11276], [-1.19001, 0.63551, -4.93480], [-2.28966, -0.73227, -5.02339], [-5.94564, -3.81585, -0.00626], [-5.83986, -2.55343, 1.39545], [-6.56494, -2.81680, 2.55170], [-6.52504, -1.92925, 3.61508], [-5.75764, -0.77668, 3.52894], [-5.03356, -0.51247, 2.37694], [-5.07392, -1.39646, 1.30371], [-3.94813, -0.89821, -0.37642], [-7.15702, -3.72106, 2.60875], [-7.09760, -2.14161, 4.51043], [-5.72156, -0.07795, 4.35668], [-4.42994, 0.38626, 2.30409]],
  "forces_ev_per_a": [[0.4, -0.1, 0.6], [0.1, 0.3, 0.8], [-0.2, 0.0, -0.2], [0.2, -0.1, 0.1], [0.1, -0.3, -0.3], [-0.1, 0.1, 0.2], [-0.1, 0.1, 0.0], [-0.1, 0.0, -0.3], [0.1, 0.0, 0.2], [0.0, 0.0, 0.1], [0.4, -0.1, 0.2], [-0.6, 0.8, -0.2], [-0.3, -0.1, 0.2], [0.1, -0.2, -0.4], [0.0, 0.0, 0.0], [0.0, 0.0, -0.1], [0.0, -0.1, -0.1], [0.1, -0.1, 0.1], [0.2, 0.3, 0.0], [0.0, -0.3, 0.0], [0.2, 0.0, -0.1], [0.2, 0.0, -0.1], [-0.1, -0.1, -0.2], [-1.0, 0.1, -0.1], [0.0, 0.3, -0.2], [-0.1, -0.1, 0.1], [0.1, 0.0, 0.0], [0.1, 0.1, 0.0], [0.0, -0.4, 0.2], [0.3, -0.2, 0.0], [0.2, 0.1, 0.0], [0.2, 0.1, 0.0], [-0.1, 0.1, 0.2], [-0.1, -0.2, 0.1], [-0.1, 0.2, 0.1], [0.1, 0.0, 0.0], [-0.1, 0.0, -0.1], [-0.1, 0.1, 0.1], [0.0, 0.0, -0.1], [0.0, -0.1, 0.0], [0.0, 0.1, 0.1], [0.0, -0.1, 0.0], [0.1, 0.0, -0.1], [0.0, 0.0, 0.0], [0.0, -0.1, 0.0], [0.0, -0.1, 0.0], [-0.1, -0.1, 0.0], [0.1, -0.1, 0.1], [0.0, 0.1, 0.1], [-0.1, -0.1, -0.1], [0.0, -0.1, 0.0], [0.0, 0.0, -0.1], [0.0, 0.0, 0.1], [0.0, 0.1, 0.1], [0.0, -0.1, -0.1], [-0.2, 0.0, -0.1], [-0.1, 0.0, -0.1], [0.0, 0.2, -0.3], [-0.2, 0.2, -0.2], [-0.1, -0.2, 0.0], [-0.1, -0.2, 0.2], [0.0, -0.1, 0.0], [-0.1, 0.2, -0.2], [0.1, 0.0, -0.1], [0.0, 0.0, 0.0], [0.0, 0.0, 0.0], [0.1, 0.0, 0.0], [0.3, 0.0, 0.1], [0.0, 0.0, 0.0], [0.0, 0.0, 0.0], [0.0, 0.0, 0.0], [0.0, 0.0, 0.0], [0.0, 0.0, 0.1], [0.0, 0.0, 0.0], [0.0, 0.0, 0.0], [0.0, 0.0, 0.0], [0.0, 0.0, 0.1], [0.1, 0.0, 0.0], [-0.1, -0.1, -0.1], [0.0, 0.0, 0.0], [0.0, 0.0, -0.1], [0.0, 0.0, 0.0], [-0.1, -0.1, 0.0]],
  "lowdin_charge": [0.674, 0.117, -0.691, 0.005, -0.361, -0.350, 1.051, -0.343, -0.328, 1.079, -0.682, 0.034, 0.086, 0.024, 0.101, 0.079, 0.082, 0.104, 0.040, -0.183, 0.395, -0.190, -0.158, -0.365, -0.373, -0.047, -0.055, -0.065, -0.123, 0.047, 0.416, -0.187, -0.159, -0.174, 0.037, 0.009, 0.015, 0.029, 0.025, 0.020, 0.035, 0.035, 0.005, 0.093, 0.110, 0.104, 0.077, 0.019, 0.016, 0.032, 0.036, 0.033, 0.000, 0.006, 0.005, 0.031, 0.008, -0.314, -0.046, -0.067, -0.307, -0.022, -0.168, -0.199, 0.080, 0.099, 0.088, 0.046, 0.082, 0.077, 0.093, 0.719, -0.741, -0.137, -0.082, -0.082, -0.154, -0.724, 1.089, 0.099, 0.107, 0.106, 0.082]
}